Formula: C10H14BFMgN6
Source: the OMol25 dataset
Level of theory: ωB97M-V/def2-TZVPD

Structure (XYZ):
```
33
Properties=species:S:1:pos:R:3:forces:R:3
H 0.38372 -1.45040 2.70877 0.032 0.094 -0.209
N -1.05048 -0.94818 1.21139 -0.268 -0.141 0.509
B -3.19170 -0.56528 -0.09683 0.984 0.238 0.430
N -2.42941 -0.92968 1.22386 1.038 -0.175 -0.006
C -2.88605 -1.30213 2.43579 0.651 0.009 -0.175
Mg -0.00021 -0.37303 -0.82686 -2.239 0.310 2.097
H -3.95041 -1.35481 2.62660 0.208 0.014 0.015
C -1.78632 -1.57291 3.24360 -0.036 0.053 -0.230
H -1.79988 -1.89541 4.26867 -0.017 -0.016 0.058
C -0.65349 -1.34196 2.43563 -1.542 0.230 -0.489
H -4.37164 -0.62326 0.07144 -0.101 -0.056 -0.097
C 0.87944 -0.06141 -2.58816 2.097 0.688 -0.144
H 1.97119 -0.26049 -2.37721 -0.602 -0.024 -1.348
H 0.80084 1.03692 -2.75431 0.041 -0.724 -0.315
H 0.39245 -0.67075 -3.39998 0.930 0.730 0.869
N -2.68630 -1.53054 -1.20203 1.347 -0.352 -0.141
N -2.75603 0.88719 -0.47398 1.062 0.610 -0.315
N -1.31219 -1.61086 -1.49190 -3.527 -2.519 -1.714
N -1.43134 1.17033 -0.77731 -1.178 0.725 -0.031
C -3.38164 -2.39989 -1.95090 0.566 -0.110 -0.289
C -3.49672 2.00807 -0.58185 1.166 -0.114 -0.289
H -4.46661 -2.46186 -1.80810 0.624 -0.035 -0.237
H -4.55104 1.96998 -0.37914 -0.102 0.105 -0.014
C -2.49138 -3.08113 -2.80274 0.370 0.967 0.982
C -2.65191 3.04458 -0.98289 -0.228 -0.172 0.052
C -1.21827 -2.54018 -2.47443 -1.358 0.322 0.660
C -1.37479 2.47470 -1.10845 -0.981 -0.767 0.551
H -2.71124 -3.83286 -3.53918 -0.045 0.001 0.023
H -2.92939 4.06758 -1.16562 -0.013 0.019 -0.007
H -0.26331 -2.77117 -2.92278 -0.040 0.024 0.122
H -0.44934 2.95894 -1.40678 -0.185 -0.292 0.102
H 1.75509 0.05795 -0.28311 1.672 0.505 -0.993
F 1.58992 -0.08714 0.61320 -0.327 -0.147 0.572
```
Positions in Å, forces in eV/Å.

Properties
**Gap between HOMO and LUMO**: 0.3171 Ha
**HOMO**: -8.249 eV
**E**: -28378.5990 eV
**Energy above the lowest of the compared OMol25 structures with the same formula, charge and spin**: 275.2 kJ/mol
**Charge**: 0
**Lowest unoccupied orbital energy**: 0.38 eV

Here are the Löwdin charges for atoms 1 to 4, given in e: 0.10 0.00 -0.47 -0.03